Arrangement 1

Here is the molecule C3H3N3 from the OMol25 dataset. Energies are from wB97M-V/def2-TZVPD.

Last columns: bonded neighbours and bond lengths (Å).
Element x y z (Å)
1 C -0.35 -0.15 -0.61  C2 1.517, N7 1.288, N9 1.402
2 C -0.49 -0.79 0.75  C1 1.517, H5 1.079, N8 1.286
3 C 0.91 0.85 0.68  H6 1.102, N8 1.484, N9 1.273
4 H -0.67 0.03 -2.40  N7 1.009
5 H -1.16 -1.59 0.99  C2 1.079
6 H 1.59 1.54 1.19  C3 1.102
7 N -0.94 -0.61 -1.67  C1 1.288, H4 1.009
8 N 0.38 -0.24 1.53  C2 1.286, C3 1.484
9 N 0.53 0.93 -0.54  C1 1.402, C3 1.273

## Properties
- Orbital gap: 0.363 hartree
- LUMO: -1.1 eV
- Charge: 0

Results of the Mulliken charge analysis, in e, for atoms 1 through 6: C 0.60; C -0.06; C -0.01; H 0.31; H 0.39; H 0.37

---

Arrangement 2

Here is a cluster of 2 separate species, C3H3N3 in total from the OMol25 dataset. Energies are from wB97M-V/def2-TZVPD.

Last columns: bonded neighbours and bond lengths (Å).
Element x y z (Å)
1 C -1.20 1.32 -0.28  N4 1.168, N6 1.255
2 C -1.63 -1.01 -0.09  N5 1.152, N6 1.255
3 C 1.82 -0.26 0.15  H7 1.093, H8 1.059, H9 1.084
4 N -0.98 2.42 0.03  C1 1.168
5 N -1.81 -2.09 0.28  C2 1.152
6 N -1.36 0.11 -0.59  C1 1.255, C2 1.255
7 H 1.40 0.66 -0.28  C3 1.093
8 H 2.36 0.01 1.03  C3 1.059
9 H 1.40 -1.16 -0.27  C3 1.084

## Properties
- Orbital gap (spin up / spin down): 0.414 / 0.191 hartree
- LUMO (spin up / spin down): -0.3 / -4.1 eV
- Charge: 0

Results of the Mulliken charge analysis, in e, for atoms 1 through 6: C 0.59; C 0.54; C -0.91; N -0.37; N -0.36; N -0.37

---

Most stable structure - arrangement 1; separation to the second - 395.9 kJ/mol.